Record 1
One molecule with the formula C22H19NO2 in a non-equilibrium geometry, computed with ωB97M-V/def2-TZVPD.

Highest occupied orbital energy: -0.308 hartree
DFT total energy: -1054.88328 a.u.
Molecular weight: 329.40 g/mol
E_LUMO: 0.005 Eh
SMILES: CC(C)([N+](=O)[O-])C1(c2ccccc2)c2ccccc2-c2ccccc21
Orbital gap: 0.313 hartree
ΔE to the lowest compared entry with this formula, charge and spin: 3.748 eV

Structure (ORCA input):
```
! RIJCOSX wB97M-V def2-TZVPD def2/J DEFGRID3
* xyz 0 1
C 1.716 1.926 -0.253
C 1.347 0.504 -0.692
C 2.526 -0.442 -0.498
N 1.153 0.687 -2.248
O 1.614 -0.186 -3.017
O 0.542 1.717 -2.615
C 0.051 -0.082 -0.101
C -0.207 -1.450 -0.731
C -0.387 -1.546 -2.115
C -0.296 -2.778 -2.771
C -0.166 -3.951 -2.023
C -0.172 -3.876 -0.627
C -0.252 -2.630 0.018
C 0.209 -0.058 1.411
C 0.959 -0.852 2.272
C 0.995 -0.533 3.639
C 0.339 0.602 4.130
C -0.404 1.420 3.270
C -0.486 1.060 1.927
C -1.297 1.657 0.862
C -2.197 2.717 0.918
C -3.018 2.949 -0.189
C -2.948 2.099 -1.302
C -2.008 1.053 -1.361
C -1.113 0.897 -0.317
H 2.189 1.929 0.740
H 2.454 2.324 -0.969
H 0.857 2.605 -0.250
H 2.972 -0.298 0.498
H 2.221 -1.491 -0.609
H 3.301 -0.216 -1.241
H -0.657 -0.691 -2.730
H -0.331 -2.778 -3.859
H -0.059 -4.908 -2.536
H -0.100 -4.786 -0.025
H -0.320 -2.597 1.109
H 1.514 -1.713 1.898
H 1.553 -1.182 4.318
H 0.411 0.854 5.189
H -0.920 2.318 3.605
H -2.219 3.322 1.822
H -3.719 3.780 -0.181
H -3.625 2.238 -2.144
H -2.021 0.385 -2.223
*
```

Löwdin population analysis, charges in e, atoms 1 to 8: 0.0007 -0.3367 -0.0047 -0.2850 0.0495 0.0655 -0.2152 -0.1430

Record 2
C22H20BCl3F6N2O9RuS2Si as an isolated structure in a non-equilibrium geometry, computed with ωB97M-V/def2-TZVPD.

Highest occupied orbital energy: -0.069 hartree
DFT total energy: -4822.17012 a.u.
Molecular weight: 880.86 g/mol
E_LUMO: 0.138 Eh
Orbital gap: 0.206 hartree
ΔE to the lowest compared entry with this formula, charge and spin: 11.822 eV

Structure (ORCA input):
```
! RIJCOSX wB97M-V def2-TZVPD def2/J DEFGRID3
* xyz -2 1
Ru 0.051 1.326 0.053
Cl 6.105 -7.015 1.871
C 5.160 -5.839 0.977
C 3.932 -6.223 0.424
C 3.167 -5.324 -0.261
Cl 1.685 -5.852 -1.000
C 3.539 -3.933 -0.481
O 2.885 -3.119 -1.141
C 4.779 -3.647 0.189
Cl 5.406 -2.028 -0.087
C 5.610 -4.551 0.831
H 3.591 -7.245 0.526
H 6.564 -4.231 1.227
F -2.788 4.331 2.624
C -2.201 3.196 2.210
F -0.903 3.438 2.047
F -2.358 2.281 3.161
S -2.998 2.623 0.639
O -2.131 1.598 0.115
O -4.313 2.250 1.054
N -3.065 3.901 -0.271
S -1.909 4.388 -1.233
O -2.430 4.708 -2.528
O -0.657 3.690 -1.133
C -1.559 6.048 -0.503
F -2.674 6.774 -0.368
F -0.726 6.723 -1.307
F -0.983 5.946 0.696
C -0.036 -1.264 4.110
Si -0.403 -1.166 2.257
C -2.206 -1.667 2.019
C 0.631 -2.475 1.400
O -0.143 0.343 1.761
H -0.283 -2.252 4.509
H -0.614 -0.516 4.659
H 1.024 -1.075 4.303
H -2.441 -2.603 2.538
H -2.410 -1.808 0.954
H -2.882 -0.890 2.385
H 0.525 -3.448 1.893
H 1.691 -2.222 1.391
H 0.329 -2.588 0.357
O 2.115 1.539 0.026
N 2.928 0.499 -0.216
C 3.405 -0.081 0.995
C 4.107 -1.201 1.094
C 5.305 -1.237 -2.143
C 4.251 -0.445 -2.186
C 3.241 0.304 -1.451
H 3.042 0.490 1.836
H 4.546 -1.468 2.036
H 6.779 -2.676 -0.580
H 4.208 -0.149 -3.241
H 2.645 0.963 -2.071
O 0.316 0.593 -2.855
B 0.009 0.166 -1.500
O -0.161 -1.256 -1.566
C 0.084 -1.643 -2.841
C 0.100 -2.914 -3.368
C 0.395 -3.037 -4.728
C 0.664 -1.924 -5.513
C 0.654 -0.637 -4.966
C 0.364 -0.525 -3.624
H -0.088 -3.774 -2.740
H 0.426 -4.024 -5.175
H 0.894 -2.054 -6.564
H 0.866 0.241 -5.563
*
```

Löwdin population analysis, charges in e, atoms 1 to 8: 1.0723 0.5775 -0.6966 -0.1613 -0.5772 0.6629 -0.5145 -0.0369

Record 3
A 2-piece molecular cluster, C22H20Br2N3 overall in a non-equilibrium geometry, computed with ωB97M-V/def2-TZVPD.

Highest occupied orbital energy: -0.404 hartree
DFT total energy: -6162.42796 a.u.
Molecular weight: 486.23 g/mol
E_LUMO: -0.167 Eh
Orbital gap: 0.237 hartree
ΔE to the lowest compared entry with this formula, charge and spin: 0.000 eV

Structure (ORCA input):
```
! RIJCOSX wB97M-V def2-TZVPD def2/J DEFGRID3
* xyz 1 1
C 2.289 -1.826 1.625
C 1.952 -0.399 1.557
N 2.930 0.536 1.556
C 4.352 0.239 1.530
C 2.389 1.822 1.491
C 0.982 1.694 1.404
C 0.252 2.851 1.156
C 0.913 4.090 1.117
C 2.314 4.182 1.195
C 3.074 3.019 1.365
C 0.685 0.249 1.449
C -0.521 -0.414 1.308
C -1.806 0.197 1.467
C -2.074 1.158 2.475
C -3.291 1.831 2.509
C -4.282 1.539 1.561
C -4.061 0.526 0.613
C -2.851 -0.153 0.579
H 1.372 -2.417 1.685
H 2.850 -2.149 0.732
H 2.905 -2.036 2.516
H 4.899 1.181 1.452
H 4.666 -0.282 2.445
H 4.610 -0.395 0.668
H -0.819 2.780 0.980
H 0.338 5.010 1.019
H 2.820 5.144 1.124
H 4.163 3.017 1.406
H -0.485 -1.464 1.008
H -1.299 1.367 3.215
H -3.464 2.594 3.271
H -5.225 2.089 1.571
H -4.845 0.265 -0.097
H -2.633 -0.927 -0.163
Br 0.478 -0.746 -5.530
C -0.377 -1.692 -4.087
C -1.047 -2.921 -4.365
N -1.105 -3.419 -5.606
C -1.630 -3.617 -3.266
Br -2.499 -5.308 -3.574
C -1.539 -3.058 -1.992
N -0.949 -1.875 -1.767
C -0.347 -1.222 -2.774
H -1.600 -4.280 -5.788
H -0.703 -2.909 -6.382
H -1.959 -3.578 -1.129
H 0.176 -0.295 -2.527
*
```

Löwdin population analysis, charges in e, atoms 1 to 8: 0.0177 -0.1519 -0.0123 0.0230 -0.1520 -0.0863 -0.0028 -0.0487

Repeat the second record exactly.
C22H20BCl3F6N2O9RuS2Si as an isolated structure in a non-equilibrium geometry, computed with ωB97M-V/def2-TZVPD.

Highest occupied orbital energy: -0.069 hartree
DFT total energy: -4822.17012 a.u.
Molecular weight: 880.86 g/mol
E_LUMO: 0.138 Eh
Orbital gap: 0.206 hartree
ΔE to the lowest compared entry with this formula, charge and spin: 11.822 eV

Structure (ORCA input):
```
! RIJCOSX wB97M-V def2-TZVPD def2/J DEFGRID3
* xyz -2 1
Ru 0.051 1.326 0.053
Cl 6.105 -7.015 1.871
C 5.160 -5.839 0.977
C 3.932 -6.223 0.424
C 3.167 -5.324 -0.261
Cl 1.685 -5.852 -1.000
C 3.539 -3.933 -0.481
O 2.885 -3.119 -1.141
C 4.779 -3.647 0.189
Cl 5.406 -2.028 -0.087
C 5.610 -4.551 0.831
H 3.591 -7.245 0.526
H 6.564 -4.231 1.227
F -2.788 4.331 2.624
C -2.201 3.196 2.210
F -0.903 3.438 2.047
F -2.358 2.281 3.161
S -2.998 2.623 0.639
O -2.131 1.598 0.115
O -4.313 2.250 1.054
N -3.065 3.901 -0.271
S -1.909 4.388 -1.233
O -2.430 4.708 -2.528
O -0.657 3.690 -1.133
C -1.559 6.048 -0.503
F -2.674 6.774 -0.368
F -0.726 6.723 -1.307
F -0.983 5.946 0.696
C -0.036 -1.264 4.110
Si -0.403 -1.166 2.257
C -2.206 -1.667 2.019
C 0.631 -2.475 1.400
O -0.143 0.343 1.761
H -0.283 -2.252 4.509
H -0.614 -0.516 4.659
H 1.024 -1.075 4.303
H -2.441 -2.603 2.538
H -2.410 -1.808 0.954
H -2.882 -0.890 2.385
H 0.525 -3.448 1.893
H 1.691 -2.222 1.391
H 0.329 -2.588 0.357
O 2.115 1.539 0.026
N 2.928 0.499 -0.216
C 3.405 -0.081 0.995
C 4.107 -1.201 1.094
C 5.305 -1.237 -2.143
C 4.251 -0.445 -2.186
C 3.241 0.304 -1.451
H 3.042 0.490 1.836
H 4.546 -1.468 2.036
H 6.779 -2.676 -0.580
H 4.208 -0.149 -3.241
H 2.645 0.963 -2.071
O 0.316 0.593 -2.855
B 0.009 0.166 -1.500
O -0.161 -1.256 -1.566
C 0.084 -1.643 -2.841
C 0.100 -2.914 -3.368
C 0.395 -3.037 -4.728
C 0.664 -1.924 -5.513
C 0.654 -0.637 -4.966
C 0.364 -0.525 -3.624
H -0.088 -3.774 -2.740
H 0.426 -4.024 -5.175
H 0.894 -2.054 -6.564
H 0.866 0.241 -5.563
*
```

Löwdin population analysis, charges in e, atoms 1 to 8: 1.0723 0.5775 -0.6966 -0.1613 -0.5772 0.6629 -0.5145 -0.0369

Which formula does entry 1 have? C22H19NO2